Entry i
Molecular formula: C6H11NO
Method: DFT, ωB97M-V/def2-TZVPD

Calculated values
HOMO-LUMO gap = 8.1 eV

Each line ends with the Löwdin charge.
Positions of all 19 atoms, in Å:
1 C -2.03 0.23 1.08  0.03
2 C -0.81 -0.20 0.71  -0.32
3 C -0.23 -1.43 1.49  -0.06
4 C 0.00 0.37 -0.36  -0.23
5 C -0.73 0.92 -1.58  -0.06
6 C 1.36 0.29 -0.37  -0.42
7 N 2.15 0.34 -1.48  0.14
8 O 2.13 0.25 0.76  0.05
9 H -2.51 1.10 0.64  0.05
10 H -2.60 -0.28 1.85  0.06
11 H 0.84 -1.62 1.42  0.06
12 H -0.74 -2.33 1.14  0.08
13 H -0.44 -1.30 2.56  0.07
14 H -1.03 0.10 -2.25  0.08
15 H -1.62 1.49 -1.31  0.07
16 H -0.10 1.61 -2.16  0.07
17 H 3.04 -0.12 -1.30  0.11
18 H 1.70 -0.01 -2.32  0.10
19 H 1.58 0.59 1.48  0.12


Entry ii
Molecular formula: C6H11NO
Method: DFT, ωB97M-V/def2-TZVPD

Calculated values
HOMO-LUMO gap = 10.2 eV

Each line ends with the Löwdin charge.
Positions of all 19 atoms, in Å:
1 C -0.23 -0.30 2.35  -0.14
2 C 1.22 -0.50 1.80  -0.16
3 C 0.69 -1.09 0.44  -0.47
4 C -1.22 -0.30 -0.92  -0.16
5 C -0.10 0.03 -1.80  -0.33
6 C -0.19 1.45 -2.17  -0.16
7 H -0.84 -1.27 2.21  0.10
8 H -0.19 0.01 3.56  0.12
9 H -0.78 0.59 1.90  0.08
10 H 1.81 0.51 1.70  0.14
11 H 1.96 -1.12 2.32  0.10
12 H -1.90 0.50 -0.61  0.11
13 H -1.69 -1.31 -0.99  0.14
14 H 0.66 -0.58 -2.34  0.14
15 H -1.25 1.79 -3.04  0.16
16 H 0.06 2.44 -1.15  0.19
17 H 1.01 1.46 -3.04  0.15
18 N 0.00 -0.09 -0.20  -0.04
19 O 0.97 -2.23 -0.01  0.05


Entry iii
Molecular formula: C6H11NO
Method: DFT, ωB97M-V/def2-TZVPD

Calculated values
HOMO-LUMO gap = 10.0 eV

Each line ends with the Löwdin charge.
Positions of all 19 atoms, in Å:
1 C 0.14 -0.04 -2.15  -0.04
2 C 0.36 0.68 -0.70  -0.36
3 C -0.57 1.85 -0.51  -0.07
4 N 0.24 -0.32 0.31  -0.06
5 C -0.47 -0.21 1.52  -0.17
6 C 0.24 -1.52 2.04  -0.01
7 C 0.76 -1.56 0.58  -0.45
8 O 1.36 -2.35 -0.11  0.08
9 H -0.17 0.71 -2.85  0.05
10 H 1.08 -0.34 -2.58  0.06
11 H -0.66 -0.82 -2.25  0.09
12 H 1.39 1.06 -0.74  0.14
13 H -0.18 2.67 -1.14  0.09
14 H -0.51 2.16 0.53  0.06
15 H -1.68 1.49 -0.65  0.13
16 H -0.19 0.64 2.19  0.12
17 H -1.58 -0.28 1.45  0.13
18 H -0.48 -2.36 2.15  0.11
19 H 0.92 -1.45 2.91  0.11


Which of them is the most stable? Correct choice: entry iii.


Entry i
Molecular formula: C6H11NO
Method: DFT, ωB97M-V/def2-TZVPD

Calculated values
HOMO-LUMO gap = 8.7 eV

Each line ends with the Löwdin charge.
Positions of all 19 atoms, in Å:
1 C 1.98 0.23 1.02  -0.17
2 N 0.58 0.60 0.92  -0.13
3 C -0.53 -0.25 0.60  -0.33
4 C -1.56 0.66 -0.28  -0.14
5 C -0.63 1.05 -1.56  -0.10
6 O 0.27 -0.20 -1.69  -0.15
7 C -0.41 -1.08 -0.84  -0.24
8 C -0.22 -1.69 0.52  -0.06
9 H 2.50 1.20 0.92  0.06
10 H 2.42 -0.46 2.05  0.14
11 H 2.12 -0.40 -0.02  0.12
12 H 0.51 0.83 1.99  0.15
13 H -1.75 1.58 0.24  0.08
14 H -2.53 0.06 -0.55  0.12
15 H 0.06 1.99 -1.28  0.14
16 H -1.22 1.25 -2.51  0.12
17 H -1.58 -0.95 -1.34  0.17
18 H -0.80 -2.52 0.99  0.12
19 H 0.79 -1.91 0.83  0.09


Entry ii
Molecular formula: C6H11NO
Method: DFT, ωB97M-V/def2-TZVPD

Calculated values
HOMO-LUMO gap = 10.7 eV

Each line ends with the Löwdin charge.
Positions of all 19 atoms, in Å:
1 C 2.48 -0.64 -0.43  -0.05
2 C 1.17 0.30 -0.49  -0.26
3 C 1.46 1.47 0.63  -0.01
4 C -0.01 -0.43 -0.01  -0.54
5 O 0.10 -1.30 0.76  0.15
6 N -1.24 -0.17 -0.64  0.00
7 C -2.32 -0.49 0.18  -0.15
8 C -2.10 0.93 -0.19  -0.09
9 H 3.19 0.12 -0.81  0.07
10 H 2.61 -1.53 -1.07  0.08
11 H 2.72 -0.93 0.55  0.05
12 H 1.06 0.84 -1.37  0.10
13 H 1.07 1.03 1.56  0.07
14 H 2.48 1.61 0.61  0.04
15 H 0.62 2.19 0.37  0.09
16 H -2.26 -0.65 1.21  0.10
17 H -3.17 -0.94 -0.39  0.13
18 H -2.66 1.38 -1.04  0.12
19 H -1.91 1.63 0.59  0.09


Entry iii
Molecular formula: C6H11NO
Method: DFT, ωB97M-V/def2-TZVPD

Calculated values
HOMO-LUMO gap = 10.2 eV

Each line ends with the Löwdin charge.
Positions of all 19 atoms, in Å:
1 H 1.54 0.45 -1.71  0.06
2 N 2.08 0.56 -0.87  0.13
3 C 2.01 -0.41 -0.06  -0.56
4 C 1.22 -1.68 -0.19  -0.01
5 O 2.71 -0.35 1.08  0.06
6 H 1.90 -2.49 -0.50  0.09
7 H 0.79 -1.94 0.77  0.08
8 H 0.44 -1.57 -0.94  0.07
9 H 3.19 0.49 1.10  0.11
10 C -0.52 2.44 0.13  -0.11
11 C -1.27 1.21 0.13  -0.11
12 C -1.90 0.18 0.13  -0.12
13 C -2.66 -1.05 0.13  -0.11
14 H -0.54 2.89 1.13  0.08
15 H -0.95 3.14 -0.58  0.08
16 H 0.52 2.24 -0.15  0.04
17 H -3.55 -0.93 0.74  0.08
18 H -2.06 -1.87 0.54  0.07
19 H -2.96 -1.30 -0.89  0.08


Entry iv
Molecular formula: C6H11NO
Method: DFT, ωB97M-V/def2-TZVPD

Calculated values
HOMO-LUMO gap = 9.1 eV

Each line ends with the Löwdin charge.
Positions of all 19 atoms, in Å:
1 C -1.47 -1.46 0.46  -0.09
2 C -0.83 -0.59 1.67  -0.14
3 C 0.24 0.34 1.01  -0.25
4 C 1.51 1.14 0.39  -0.14
5 N 1.17 1.11 -1.01  -0.09
6 C 0.53 0.08 -1.89  -0.08
7 C -0.57 -0.72 -0.76  -0.14
8 O 0.66 -0.71 0.10  -0.26
9 H -1.15 -2.54 0.53  0.11
10 H -2.48 -1.19 0.25  0.07
11 H -0.50 -1.50 2.27  0.11
12 H -1.55 0.04 2.31  0.12
13 H -0.45 1.10 0.58  0.11
14 H 2.44 0.57 0.58  0.11
15 H 1.49 2.28 0.59  0.14
16 H 0.88 2.02 -1.36  0.10
17 H 0.00 0.46 -2.77  0.09
18 H 1.33 -0.66 -2.19  0.11
19 H -1.26 0.21 -0.75  0.11


Which of them is the most stable? Correct choice: entry iii.


Entry i
Molecular formula: C6H11NO
Method: DFT, ωB97M-V/def2-TZVPD

Calculated values
HOMO-LUMO gap = 9.9 eV

Each line ends with the Löwdin charge.
Positions of all 19 atoms, in Å:
1 C -2.73 0.93 -1.51  -0.04
2 N -2.20 0.19 -0.59  0.03
3 C -0.80 0.36 -0.39  -0.37
4 C -0.46 1.58 0.08  0.05
5 C 0.14 -0.75 -0.75  -0.10
6 C 0.81 -1.62 0.46  -0.12
7 C 1.58 -0.82 1.52  -0.24
8 O 2.47 0.07 0.82  -0.14
9 H -3.85 0.77 -1.63  0.08
10 H -2.36 1.68 -2.16  0.07
11 H 0.55 1.78 0.44  0.04
12 H -1.18 2.41 0.09  0.07
13 H 0.99 -0.23 -1.03  0.07
14 H -0.06 -1.47 -1.47  0.09
15 H 0.03 -2.10 0.89  0.07
16 H 1.60 -2.23 -0.01  0.12
17 H 2.22 -1.38 2.21  0.11
18 H 0.99 -0.24 2.21  0.10
19 H 2.25 1.08 0.85  0.11


Entry ii
Molecular formula: C6H11NO
Method: DFT, ωB97M-V/def2-TZVPD

Calculated values
HOMO-LUMO gap = 8.2 eV

Each line ends with the Löwdin charge.
Positions of all 19 atoms, in Å:
1 C 1.66 0.81 1.14  -0.05
2 C 0.58 0.36 0.18  -0.34
3 C 0.06 1.29 -0.68  -0.17
4 N -0.69 1.08 -1.81  0.06
5 C 0.01 -0.96 0.48  -0.24
6 C -0.36 -1.94 -0.62  -0.08
7 C -1.30 0.04 1.06  -0.20
8 O -1.49 0.30 2.23  0.01
9 H 1.41 0.60 2.18  0.08
10 H 2.58 0.27 0.92  0.08
11 H 1.86 1.89 1.07  0.08
12 H 0.44 2.31 -0.62  0.12
13 H -0.85 0.13 -2.09  0.07
14 H -0.89 1.89 -2.39  0.10
15 H 0.48 -1.44 1.34  0.13
16 H -1.26 -1.66 -1.19  0.06
17 H -0.61 -2.91 -0.17  0.08
18 H 0.46 -2.08 -1.32  0.08
19 H -2.08 0.00 0.29  0.12


Entry iii
Molecular formula: C6H11NO
Method: DFT, ωB97M-V/def2-TZVPD

Calculated values
HOMO-LUMO gap (alpha / beta) = 9.6 / 7.9 eV

Each line ends with the Löwdin charge.
Positions of all 19 atoms, in Å:
1 C -1.17 -0.49 0.36  -0.17
2 C 1.94 0.35 1.09  -0.18
3 C 1.52 -0.38 -0.14  -0.64
4 C -2.20 -1.17 -0.41  -0.13
5 C -1.40 0.83 0.91  -0.11
6 C 1.55 0.29 -1.48  -0.02
7 N 0.50 -1.41 -0.23  0.23
8 O 2.61 -0.75 0.66  0.00
9 H 2.41 1.35 0.83  0.12
10 H 1.55 0.31 2.13  0.12
11 H -3.05 -1.36 0.22  0.07
12 H -2.48 -0.35 -1.11  0.09
13 H -1.96 -2.04 -1.01  0.08
14 H -1.81 0.51 1.93  0.11
15 H -2.03 1.52 0.45  0.05
16 H -0.43 1.45 1.21  0.12
17 H 1.97 1.31 -1.48  0.08
18 H 0.49 0.44 -1.69  0.07
19 H 2.00 -0.41 -2.26  0.11


Which of them is the most stable? Correct choice: entry ii.